A cluster of 3 separate species, C16H39ClN7O4Si in total at a distorted geometry. Source: OMol25; level of theory: wB97M-V/def2-TZVPD.

```
! wB97M-V def2-TZVPD RIJCOSX def2/J DEFGRID3
* xyz 1 1
C -6.4241 3.6019 1.1052
Si -4.6871 3.1494 1.6161
C -3.4433 4.4720 1.1957
C -4.6237 2.8834 3.4690
C -4.1484 1.4396 0.8794
N -4.8746 0.3424 0.7022
Cl -6.4918 0.1600 1.0723
N -4.1848 -0.7169 0.1944
C -2.9668 -0.2696 0.0417
C -1.8164 -1.0286 -0.4969
C -1.0756 -1.9267 0.5328
C -1.5252 -1.8408 1.9806
N -0.9249 -0.6908 2.6694
N -2.9317 1.0461 0.4516
O -1.8245 1.8133 0.4294
N -1.8310 2.6251 -0.8851
O -0.8310 3.1237 -0.9994
H -7.1159 3.1050 1.7808
H -6.5386 4.6731 1.2510
H -6.6721 3.3241 0.0851
H -3.7644 5.3587 1.7381
H -2.4507 4.1871 1.5334
H -3.4121 4.7287 0.1392
H -5.4811 2.2967 3.7937
H -3.7368 2.3047 3.7247
H -4.6115 3.8357 3.9884
H -2.1833 -1.6330 -1.3157
H -1.1159 -0.3097 -0.9104
H -1.1959 -2.9555 0.2083
H -0.0174 -1.6905 0.5031
H -2.6141 -1.8949 2.0774
H -1.1507 -2.7276 2.4870
H -1.3085 0.1899 2.3512
H -1.1220 -0.7567 3.6591
C 2.1737 -1.6494 -2.5474
C 1.2574 -2.7826 -2.9964
C 1.4546 -3.2250 -4.4503
O 0.9205 -2.3404 -5.4131
C 1.7327 -1.2270 -5.7383
N -0.1328 -2.3943 -2.7212
H 1.8403 -0.6808 -2.9222
H 2.1927 -1.5814 -1.4595
H 3.1983 -1.8096 -2.8845
H 1.4843 -3.6525 -2.3731
H 0.9158 -4.1651 -4.5933
H 2.5132 -3.4240 -4.6593
H 2.7943 -1.4882 -5.7186
H 1.5541 -0.3841 -5.0656
H 1.4686 -0.9157 -6.7478
H -0.7439 -3.1868 -2.9045
H -0.4019 -1.7101 -3.4253
C 5.7270 0.2666 2.8837
C 4.8182 -0.8621 2.4077
C 5.0423 -1.2725 0.9461
O 4.5138 -0.3772 -0.0140
C 5.3079 0.7635 -0.2829
N 3.4241 -0.4964 2.6797
H 5.3850 1.2392 2.5306
H 5.7333 0.3060 3.9721
H 6.7542 0.1203 2.5452
H 5.0500 -1.7440 3.0120
H 4.5168 -2.2164 0.7767
H 6.1064 -1.4549 0.7470
H 6.3746 0.5298 -0.2292
H 5.0809 1.5849 0.4006
H 5.0729 1.0932 -1.2948
H 2.8186 -1.2890 2.4871
H 3.1483 0.2069 1.9999
*
```

The HOMO-LUMO gap is 6.465 eV. Its highest occupied orbital energy is -0.3970 Ha. The energy above the lowest of the compared OMol25 structures with the same formula, charge and spin is 0.0 kcal per mole.


A cluster of 7 separate species, C16H40NO23S6 in total at a distorted geometry. Source: OMol25; level of theory: wB97M-V/def2-TZVPD.

```
! wB97M-V def2-TZVPD RIJCOSX def2/J DEFGRID3
* xyz -1 1
N 1.1043 0.5963 -1.2692
O 0.5054 -0.4846 -1.2668
O 1.8173 0.8750 -0.3037
O 0.9523 1.3814 -2.2206
C -0.1513 -1.2292 1.8417
C -1.4947 -1.8222 1.3810
O -2.4261 -1.7540 2.4531
S -1.5631 -1.6084 3.8309
O -1.0598 -2.9005 4.2596
O -2.2821 -0.8430 4.8217
O -0.3844 -0.7094 3.1305
H 0.3507 -0.5171 1.1882
H 0.5211 -2.0880 1.9190
H -1.3575 -2.8474 1.0390
H -1.9415 -1.2602 0.5601
C -1.8465 0.0947 -3.5203
C -2.9358 -0.0650 -4.6197
O -3.7636 -1.1052 -4.1736
S -3.9847 -1.0118 -2.5536
O -4.1208 -2.2871 -1.9756
O -4.9634 0.0562 -2.3067
O -2.4409 -0.4369 -2.3424
H -1.4720 1.1085 -3.4103
H -1.0525 -0.6169 -3.7454
H -2.4685 -0.2963 -5.5731
H -3.5521 0.8366 -4.6270
O -0.4390 -5.3963 -1.4258
S 0.3333 -4.1705 -1.4923
O 0.6209 -3.3399 -0.3146
O 1.7543 -4.5368 -2.2359
C 1.7437 -4.9045 -3.5792
C 2.8251 -5.9811 -3.7125
C -0.6091 -3.1211 -2.7248
H 1.9778 -4.1056 -4.2874
H 0.7841 -5.2899 -3.9327
H 2.8449 -6.4200 -4.7134
H 2.8205 -6.7557 -2.9500
H 3.8018 -5.4917 -3.7397
H -1.5092 -2.8442 -2.1779
H -0.8739 -3.7016 -3.6052
H 0.0008 -2.2409 -2.9244
O 4.5281 -0.1768 -0.7299
S 4.9221 -1.4633 -0.2174
O 6.2440 -2.0118 -0.4287
O 4.6882 -1.5712 1.3653
C 3.4773 -1.0337 1.8662
C 3.2894 -1.6410 3.2568
C 3.7723 -2.7654 -0.7385
H 2.5958 -1.1597 1.2317
H 3.5905 0.0537 1.8526
H 2.8427 -2.6349 3.2008
H 2.7300 -0.9299 3.8624
H 4.2591 -1.8810 3.6950
H 3.4606 -3.4824 0.0159
H 4.2630 -3.1718 -1.6204
H 2.8493 -2.2712 -1.0457
O 0.1928 3.9219 0.6273
S 1.2786 3.5618 1.4996
O 2.6673 3.4195 1.0476
O 1.3675 4.7783 2.5916
C 2.5841 4.8839 3.3181
C 2.3046 5.5761 4.6595
C 0.8121 2.1371 2.5022
H 3.2788 5.5336 2.7812
H 3.1502 3.9640 3.4645
H 1.5208 4.9816 5.1425
H 1.7164 6.4676 4.4385
H 3.1292 5.6098 5.3657
H 1.7026 1.7824 3.0213
H 0.3894 1.4359 1.7906
H 0.1771 2.4246 3.3389
O -2.7016 2.8418 1.6332
S -3.1268 2.2936 0.3452
O -3.4480 0.8750 0.3463
O -4.3961 3.1870 -0.1838
C -4.6428 4.4673 0.3985
C -6.1465 4.6651 0.3662
C -1.9765 2.6187 -1.0663
H -4.1078 5.1716 -0.2448
H -4.2356 4.6616 1.3899
H -6.6385 4.3923 -0.5648
H -6.4506 5.6747 0.6534
H -6.6073 4.1127 1.1885
H -1.6528 3.6471 -1.2068
H -2.5761 2.3626 -1.9400
H -1.1427 1.9253 -0.9710
*
```

The HOMO-LUMO gap is 7.987 eV. Its highest occupied orbital energy is -0.2181 Ha. The energy above the lowest of the compared OMol25 structures with the same formula, charge and spin is 25.8 kcal per mole.


A cluster of 2 separate species, C16H42BBrFN4O8PSSi2 in total. Source: OMol25; level of theory: wB97M-V/def2-TZVPD.

```
! wB97M-V def2-TZVPD RIJCOSX def2/J DEFGRID3
* xyz 0 1
H 3.1115 1.1560 -0.4743
N 4.0743 0.9096 -0.6944
C 4.1724 0.6783 -1.9359
N 5.4088 0.2555 -2.5188
N 3.1423 0.7982 -2.8857
C 2.5070 -0.4477 -3.3127
C 1.6854 -1.1641 -2.2376
C 0.4282 -0.3894 -1.8465
C -0.3907 -1.0318 -0.6983
Si -0.8368 0.2547 0.5688
C 0.7324 0.9464 1.3454
C 1.6879 -0.1736 1.7328
F 1.0138 -1.0781 2.5690
O -1.7351 1.3957 -0.2164
Si -1.7224 3.0519 -0.1137
C -1.5776 3.7422 1.6336
C -0.6539 4.9797 1.7114
N 0.7765 4.7147 1.7399
C -3.3939 3.6203 -0.8139
C -4.4475 2.4893 -0.9153
C -4.5354 1.8005 -2.2958
C -4.3125 0.2883 -2.3521
O -2.9727 -0.0943 -2.6397
B -0.2598 3.8769 -1.2801
O 0.9909 3.3311 -1.4400
O -0.4898 5.0915 -1.9149
P -2.0876 -0.8725 2.1142
O -3.1863 -1.5337 1.0641
Br -3.3297 0.7753 2.9971
H 5.8372 -0.4039 -1.8752
H 6.0407 1.0506 -2.5352
H 2.4708 1.4909 -2.5766
H 1.8495 -0.1971 -4.1508
H 3.2810 -1.1076 -3.7109
H 2.3130 -1.3758 -1.3641
H 1.3921 -2.1408 -2.6372
H 0.6803 0.6556 -1.6264
H -0.2251 -0.3425 -2.7224
H 0.1749 -1.8455 -0.2288
H -1.3093 -1.4625 -1.0981
H 0.5337 1.5452 2.2391
H 1.2537 1.5926 0.6300
H 2.0489 -0.7293 0.8660
H 2.5528 0.2033 2.2804
H -1.2531 3.0163 2.3844
H -2.5856 4.0498 1.9380
H -0.8711 5.6764 0.8945
H -0.8942 5.5198 2.6306
H 1.0972 4.1252 0.9831
H 1.0677 4.3202 2.6233
H -3.7709 4.3898 -0.1343
H -3.2912 4.0670 -1.8084
H -5.4253 2.9312 -0.7084
H -4.2874 1.7433 -0.1315
H -3.8118 2.2594 -2.9822
H -5.5266 1.9966 -2.7116
H -4.5546 -0.1803 -1.3958
H -4.9697 -0.1448 -3.1150
H -2.6763 0.4243 -3.3970
H 1.5010 3.8711 -2.0658
H -1.2475 5.0963 -2.5131
H -3.9092 -0.9261 0.8527
C -0.2005 -4.5999 1.8547
C 1.1939 -4.3139 2.3692
O 1.6954 -5.3592 3.2468
S 2.1376 -6.7248 2.5818
C 2.9753 -7.3919 3.9759
O 3.0713 -6.4468 1.5312
O 0.9896 -7.5281 2.2946
H -0.2178 -5.4677 1.1974
H -0.5597 -3.7352 1.2942
H -0.8856 -4.7888 2.6807
H 1.9075 -4.1703 1.5565
H 1.2034 -3.4203 2.9862
H 3.8367 -6.7696 4.1999
H 3.2857 -8.3963 3.6965
H 2.2818 -7.4269 4.8114
*
```

The HOMO-LUMO gap is 8.460 eV. As for the SMILES: [H]/N=C(/N)NCCCC[Si@@](CCF)(O[Si@](CCN)(CCCCO)B(O)O)P(O)Br.CCOS(C)(=O)=O. Its highest occupied orbital energy is -0.3095 Ha.


> Which value of HOMO-LUMO gap does entry 3 give?

8.460 eV


> Number 3 is which compound?

C16H42BBrFN4O8PSSi2